# 1
ORCA calculation (ωB97M-V/def2-TZVPD) on the molecule C20H21BrO6 in a non-equilibrium geometry.

The geometry in XYZ format:
```
48
Properties=species:S:1:pos:R:3:lowdin_charge:R:1
Br 3.932 -4.206 -1.035 0.878
O 5.202 -3.041 1.219 0.028
O -4.128 1.632 -1.513 0.139
O -3.390 -0.031 -0.146 0.080
O 2.368 -1.316 -1.411 0.113
O 1.520 -1.677 -3.401 0.102
O -2.719 3.685 -0.462 0.040
C -0.211 2.882 0.593 0.016
C 0.121 -0.628 -1.732 -0.146
C 0.980 -0.913 0.510 -0.093
C -3.483 1.285 -0.562 -0.370
C -1.112 1.811 -0.084 -0.315
C -2.532 2.365 0.116 -0.336
C -2.457 -0.097 0.998 -0.241
C 3.729 -1.358 1.817 0.003
C 0.437 0.815 -2.071 -0.118
C -2.976 2.210 1.591 0.077
C -1.094 0.370 0.505 -0.134
C -1.095 -2.219 -0.145 -0.002
C 1.460 -1.260 -2.226 -0.532
C -0.357 -0.834 -0.207 -0.319
C -2.871 0.877 2.060 0.029
C 1.961 -1.861 -0.191 -0.258
C -0.834 1.635 -1.643 -0.063
C 4.883 -2.014 2.068 -0.130
C 4.109 -3.101 0.465 -0.705
C 3.174 -2.116 0.695 -0.168
H -0.657 -0.978 -2.404 0.152
H -0.620 2.633 -1.969 0.110
H 3.412 -0.449 2.360 0.129
H -0.570 -2.835 -0.888 0.090
H 0.773 2.459 0.695 0.077
H -3.286 0.469 2.970 0.107
H -0.772 -2.628 0.867 0.118
H -2.114 -2.288 -0.369 0.065
H -3.351 3.079 2.058 0.104
H -3.235 3.676 -1.251 0.083
H 1.313 1.176 -1.607 0.106
H 0.835 -1.140 1.555 0.130
H -2.342 -1.078 1.472 0.146
H 1.465 -2.821 -0.286 0.136
H -1.573 1.088 -2.236 0.130
H -0.538 0.533 1.439 0.141
H 1.343 0.153 0.539 0.144
H -0.583 3.060 1.599 0.092
H 5.607 -1.638 2.797 0.131
H 0.505 0.850 -3.223 0.163
H -0.230 3.785 0.073 0.069
```

The HOMO energy is -9.00 eV. For the energy relative to the best compared isomer or geometry (same formula, charge and spin), the calculation gives 0.000 eV. The spin multiplicity is 1. The orbital gap comes out at 9.36 eV. Its net charge is 0. The energy comes out at -3800.04353 Ha.

---

# 2
ORCA calculation (ωB97M-V/def2-TZVPD) on a cluster of 4 separate species, C20H21Cl2F24NO6P in total in a non-equilibrium geometry.

The geometry in XYZ format:
```
75
Properties=species:S:1:pos:R:3:lowdin_charge:R:1
Cl 6.020 0.948 4.616 0.552
Cl 3.497 6.669 4.208 0.063
P 5.188 6.103 2.992 0.602
F -3.777 -1.354 -2.235 0.140
F -1.853 0.303 1.757 0.112
F -1.998 -5.407 -6.349 0.129
F -2.857 -7.274 -4.312 0.092
F -0.209 2.937 0.139 0.077
F -2.122 -0.381 -0.301 0.099
F -3.673 4.142 0.472 0.093
F -2.636 6.516 1.520 0.134
F -3.182 -3.894 -1.761 0.079
F -4.519 1.151 1.742 0.144
F 2.110 3.662 2.655 0.089
F 1.308 1.649 1.043 0.094
F -4.041 -5.472 -4.647 0.099
F -0.375 -8.268 -4.085 0.149
F -3.026 -2.832 0.139 0.108
F -4.179 -0.988 1.719 0.143
F -5.524 -2.660 -2.316 0.097
F -1.797 -3.955 -4.732 0.110
F -2.264 3.047 1.737 0.080
F 1.355 -8.619 -5.344 0.140
F 0.084 2.930 3.026 0.120
F -1.336 5.378 0.205 0.152
F -1.853 -8.124 -6.639 0.102
F -0.960 -10.015 -6.003 0.097
O 6.376 6.875 3.830 -0.361
O -0.978 5.409 2.421 0.054
O 0.306 -6.716 -5.557 0.052
O 4.560 4.226 0.566 -0.089
O -4.866 0.082 -0.130 0.053
O 6.801 4.035 0.505 -0.041
N 5.364 4.512 3.542 -0.213
C 0.399 5.120 2.189 -0.024
C -5.449 -1.122 -0.584 -0.048
C -0.284 -5.705 -4.754 -0.035
C 0.130 -8.048 -5.312 -0.548
C 0.850 3.653 2.170 -0.437
C 5.701 3.465 2.512 -0.320
C -2.598 0.457 0.645 -0.293
C 0.966 2.939 0.820 -0.278
C -4.060 0.135 0.981 -0.529
C 5.690 3.965 1.049 -0.779
C -2.847 -5.929 -4.201 -0.305
C 3.337 0.791 4.139 -0.125
C -3.890 -3.234 -0.806 -0.296
C 4.497 1.795 4.065 -0.695
C 4.715 2.308 2.659 -0.230
C -2.900 4.225 1.583 -0.270
C -1.903 5.379 1.425 -0.552
C -1.733 -5.283 -5.029 -0.441
C -4.626 -2.067 -1.471 -0.442
C -0.688 -8.752 -6.405 -0.287
H -2.748 -5.659 -3.149 0.152
H -0.111 -8.782 -7.331 0.173
H 6.076 4.463 4.263 0.071
H 1.742 3.411 0.210 0.174
H 3.126 0.344 3.169 0.075
H -0.122 -5.896 -3.693 0.150
H 4.309 2.596 4.775 0.086
H -6.255 -0.785 -1.233 0.149
H 3.805 2.702 2.215 0.084
H 3.553 0.033 4.890 0.050
H -4.603 -3.932 -0.360 0.173
H 6.740 6.307 4.518 0.033
H -3.538 4.395 2.452 0.176
H 0.303 -4.819 -4.993 0.151
H 6.704 3.103 2.744 0.116
H 0.781 5.664 1.326 0.154
H -2.512 1.475 0.280 0.148
H 5.083 1.468 2.063 0.128
H 2.442 1.327 4.468 0.072
H -5.925 -1.666 0.233 0.146
H 0.901 5.545 3.057 0.116
```

The HOMO energy is -5.16 eV. The spin multiplicity is 1. The orbital gap comes out at 6.92 eV. Its net charge is -1. The energy comes out at -4939.60003 Ha.

---

# 3
ORCA calculation (ωB97M-V/def2-TZVPD) on the molecule C20H21Cl2N3O4 in a non-equilibrium geometry.

The geometry in XYZ format:
```
50
Properties=species:S:1:pos:R:3:lowdin_charge:R:1
Cl 4.491 0.127 0.573 0.708
Cl 2.652 2.984 -0.967 0.696
O -0.511 0.215 1.718 -0.096
O -0.868 -4.075 -0.558 0.076
O -3.475 1.411 1.600 0.093
O 3.781 -2.397 -0.585 -0.113
N -3.518 -0.984 0.243 0.097
N -0.938 -2.124 0.634 0.154
N -3.758 0.222 -0.316 0.056
C 3.609 -3.667 -1.168 -0.077
C -0.352 1.398 2.466 -0.059
C -2.999 -3.266 0.255 -0.041
C 0.214 3.914 -0.264 -0.107
C 0.370 -1.640 0.589 -0.133
C 2.700 -1.796 -0.024 -0.300
C 1.416 -2.330 -0.005 0.063
C -3.900 -2.167 -1.896 -0.012
C 0.592 -0.384 1.183 -0.225
C -3.549 1.371 0.400 -0.466
C -3.542 -2.057 -0.439 -0.330
C -1.841 2.714 -0.669 -0.220
C 0.930 2.891 -0.867 -0.674
C -1.469 -3.225 0.061 -0.456
C -3.334 2.585 -0.500 -0.050
C -1.163 3.815 -0.162 -0.034
C 2.907 -0.552 0.578 -0.592
C 0.273 1.784 -1.380 -0.094
C -1.103 1.706 -1.283 -0.027
C 1.871 0.145 1.178 -0.055
H 1.203 -3.288 -0.448 0.096
H -3.181 -1.619 -2.508 0.086
H 2.084 1.099 1.631 0.105
H 4.593 -3.955 -1.534 0.094
H -1.714 4.606 0.324 0.118
H -3.731 3.470 -0.005 0.124
H -3.215 -3.222 1.321 0.129
H -1.599 0.836 -1.687 0.108
H -3.381 -4.193 -0.170 0.120
H 0.732 4.773 0.131 0.108
H -1.585 -1.482 1.088 0.126
H -3.908 0.284 -1.321 0.132
H 0.273 1.227 3.347 0.104
H 3.265 -4.401 -0.434 0.099
H -4.893 -1.756 -2.081 0.086
H 0.077 2.201 1.860 0.079
H -3.887 -3.204 -2.213 0.083
H 0.836 0.987 -1.841 0.114
H -1.361 1.672 2.770 0.086
H 2.905 -3.633 -2.004 0.098
H -3.829 2.457 -1.464 0.120
```

The HOMO energy is -7.63 eV. For the energy relative to the best compared isomer or geometry (same formula, charge and spin), the calculation gives 2.297 eV. The spin multiplicity is 1. The orbital gap comes out at 7.99 eV. Its net charge is 0. The energy comes out at -2160.34297 Ha.

---

# 4
ORCA calculation (ωB97M-V/def2-TZVPD) on a cluster of 2 separate species, C20H21Cl4O3 in total in a non-equilibrium geometry.

The geometry in XYZ format:
```
48
Properties=species:S:1:pos:R:3:lowdin_charge:R:1
Cl 0.085 -5.997 -0.829 0.735
Cl 3.862 -2.551 -2.540 0.739
Cl 3.506 -0.822 0.025 0.818
Cl -0.621 -4.027 1.566 0.759
O 0.242 -0.352 0.343 -0.079
O 1.996 -4.791 -2.686 0.040
O 1.540 -2.075 1.954 0.059
C 1.594 3.375 2.322 -0.096
C 2.517 -2.184 -0.241 -0.569
C 0.383 2.015 0.562 -0.094
C -2.876 0.046 -2.745 -0.092
C -1.130 0.926 -1.124 -0.102
C 0.931 -4.539 -0.569 -0.613
C 1.915 -4.174 -1.625 -0.434
C -3.151 -0.318 -0.306 -0.053
C -1.130 2.111 -1.841 -0.088
C -0.158 0.783 -0.031 -0.315
C 2.711 -2.954 -1.350 -0.618
C -1.425 -1.583 -1.579 -0.064
C -0.369 3.198 -1.404 -0.146
C 0.348 3.162 -0.209 -0.091
C -0.194 1.784 2.998 -0.051
C 2.029 0.987 2.257 -0.100
C 0.659 -3.706 0.477 -0.601
C -2.121 -0.226 -1.444 -0.545
C 0.951 2.026 2.009 -0.548
C 1.533 -2.544 0.815 -0.424
H 2.018 3.347 3.334 0.076
H -0.909 -1.839 -0.653 0.043
H -3.682 0.638 -0.201 0.084
H -2.174 0.152 -3.582 0.085
H 2.414 3.578 1.621 0.085
H 2.834 1.099 1.529 0.033
H -2.164 -2.365 -1.805 0.080
H 0.865 4.190 2.279 0.077
H -2.665 -0.554 0.648 0.082
H -3.488 0.954 -2.668 0.077
H -3.546 -0.796 -2.964 0.077
H 1.658 -0.036 2.197 0.037
H -0.689 -1.558 -2.390 0.092
H 0.866 4.070 0.118 0.089
H -1.736 2.214 -2.744 0.088
H 2.459 1.139 3.258 0.081
H -0.961 2.559 2.881 0.083
H -0.363 4.104 -2.000 0.071
H -0.654 0.805 2.833 0.083
H 0.183 1.825 4.030 0.077
H -3.894 -1.100 -0.527 0.076
```

The HOMO energy is -3.18 eV. For the energy relative to the best compared isomer or geometry (same formula, charge and spin), the calculation gives 0.398 eV. The spin multiplicity is 1. The orbital gap comes out at 3.76 eV. Its net charge is -1. The energy comes out at -2841.21722 Ha.